# 1
Computed, not measured: a 14-piece molecular cluster, C88H168N12O14 overall at a distorted geometry, with ωB97M-V with the def2-TZVPD basis set.

Results
Total charge: +8
Spin multiplicity: 1

Element x y z (Å)
1 C 0.97331 -4.30141 -5.31811
2 C 2.29378 -3.75764 -4.73289
3 C 3.05187 -3.25908 -5.99169
4 N 4.43464 -2.77333 -5.85466
5 C 5.01829 -2.50196 -7.31457
6 C 6.29360 -1.74323 -7.20967
7 C 6.04747 -0.41131 -6.39587
8 C 5.72490 -0.82107 -4.93207
9 C 4.39949 -1.57419 -4.95821
10 C 5.31103 -3.78942 -5.20871
11 H 1.24190 -5.06099 -6.05831
12 H 0.38980 -3.50304 -5.79374
13 H 0.42195 -4.69274 -4.44558
14 H 2.82534 -4.54339 -4.20407
15 H 2.17393 -2.98154 -3.98671
16 H 2.45583 -2.44479 -6.46940
17 H 3.04122 -4.05329 -6.72811
18 H 4.21587 -2.02484 -7.86216
19 H 5.15412 -3.48177 -7.78544
20 H 6.50928 -1.50774 -8.23539
21 H 7.07611 -2.34045 -6.75728
22 H 5.16156 0.08691 -6.80519
23 H 6.92006 0.24694 -6.46882
24 H 5.67130 0.00835 -4.24628
25 H 6.55840 -1.45470 -4.61436
26 H 3.65458 -0.91534 -5.41131
27 H 4.03106 -1.97364 -4.01948
28 H 4.88302 -4.03822 -4.27379
29 H 6.30067 -3.39668 -5.02228
30 H 5.39168 -4.72434 -5.78005
31 C 0.83146 9.79623 10.09155
32 C 2.06701 9.10648 9.56205
33 C 2.30730 9.26772 8.02246
34 N 3.68074 8.81735 7.61585
35 C 3.84933 7.37407 7.97530
36 C 2.99306 6.45714 7.17601
37 C 3.23488 6.58599 5.65125
38 C 2.98913 8.05233 5.32281
39 C 3.80553 9.07387 6.10836
40 C 4.68858 9.64124 8.30794
41 H -0.09770 9.49207 9.60194
42 H 0.89045 10.86334 10.03521
43 H 0.73026 9.50048 11.16426
44 H 2.13584 8.09365 9.93352
45 H 2.86225 9.65209 10.11352
46 H 2.18521 10.28501 7.78526
47 H 1.51260 8.73683 7.49319
48 H 3.62839 7.24687 9.01250
49 H 4.89016 7.09581 7.72886
50 H 1.94560 6.52060 7.44978
51 H 3.43008 5.50634 7.51292
52 H 2.56875 5.93440 5.07529
53 H 4.25184 6.25941 5.42491
54 H 1.89428 8.18352 5.41033
55 H 3.28174 8.22406 4.27941
56 H 3.55892 10.12958 6.01365
57 H 4.87520 9.07409 5.82557
58 H 4.60978 9.37332 9.37128
59 H 4.40238 10.67027 8.14938
60 H 5.68229 9.55147 7.90449
61 C -3.82943 2.25256 -0.47744
62 C -2.69888 3.22155 -0.77429
63 C -3.24896 4.63805 -0.67571
64 N -2.34917 5.81731 -0.80550
65 C -3.22618 7.01897 -1.00782
66 C -3.90637 7.35416 0.28654
67 C -2.91135 7.57658 1.45488
68 C -2.14447 6.31746 1.74715
69 C -1.53256 5.93440 0.38067
70 C -1.53586 5.66222 -2.05290
71 H -4.38321 2.56097 0.41282
72 H -3.41169 1.24929 -0.31254
73 H -4.60635 2.13741 -1.24258
74 H -2.18016 2.97699 -1.68793
75 H -1.92567 3.09772 0.01814
76 H -3.72331 4.69498 0.30294
77 H -4.01059 4.77209 -1.43321
78 H -3.92978 6.74132 -1.80717
79 H -2.60215 7.86540 -1.26248
80 H -4.63265 6.57088 0.58748
81 H -4.35259 8.32595 0.13092
82 H -3.43860 7.90490 2.35820
83 H -2.22405 8.39429 1.25052
84 H -2.77230 5.50692 2.12847
85 H -1.32629 6.49375 2.49008
86 H -0.94832 4.99843 0.36469
87 H -0.71565 6.69575 0.15917
88 H -2.27340 5.53104 -2.84451
89 H -0.81338 4.84090 -1.92993
90 H -1.09750 6.62545 -2.29539
91 C -0.49845 2.10290 3.05920
92 C -1.39825 1.04856 2.41581
93 C -0.51988 0.10211 1.65805
94 N -1.10826 -1.31529 1.35696
95 C -2.43643 -1.08934 0.75641
96 C -3.08990 -2.35482 0.13682
97 C -2.12583 -2.93309 -0.86380
98 C -0.80214 -3.27732 -0.10364
99 C -0.14825 -2.02702 0.43993
100 C -1.16119 -2.09866 2.59133
101 H 0.05040 2.50438 2.20061
102 H 0.18783 1.72951 3.85062
103 H -1.06339 2.89846 3.56173
104 H -2.16738 1.54023 1.84362
105 H -1.89577 0.47417 3.26461
106 H 0.43346 -0.01856 2.20006
107 H -0.38875 0.41452 0.62692
108 H -2.30842 -0.37234 -0.03620
109 H -3.14719 -0.60625 1.47371
110 H -4.02024 -2.01143 -0.34959
111 H -3.40279 -3.04895 0.92701
112 H -1.92519 -2.10863 -1.60489
113 H -2.55034 -3.70626 -1.51448
114 H -0.11725 -3.68850 -0.86821
115 H -0.98249 -4.04734 0.64744
116 H 0.18841 -1.40031 -0.33694
117 H 0.75556 -2.19694 1.03312
118 H -2.03022 -1.80256 3.18523
119 H -0.21728 -1.96389 3.13780
120 H -1.29137 -3.16069 2.38395
121 C -1.49653 0.36064 -6.01732
122 C -1.90459 0.56929 -7.45673
123 C -3.38013 0.81435 -7.52229
124 N -3.86139 0.98010 -8.92919
125 C -3.73598 -0.38018 -9.59355
126 C -4.46634 -0.50999 -10.92140
127 C -5.94024 -0.17091 -10.68771
128 C -6.08862 1.23379 -10.08011
129 C -5.33105 1.33051 -8.73642
130 C -3.19879 2.04296 -9.69336
131 H -0.54754 -0.19019 -5.83397
132 H -2.22666 -0.22889 -5.45590
133 H -1.45702 1.33898 -5.50562
134 H -1.58779 -0.33244 -8.02047
135 H -1.40538 1.40577 -7.92479
136 H -3.64221 1.76566 -7.03067
137 H -3.96684 -0.02195 -7.05155
138 H -4.12053 -1.06161 -8.81801
139 H -2.65595 -0.48259 -9.71913
140 H -4.30697 -1.47348 -11.37982
141 H -4.07896 0.24863 -11.64461
142 H -6.39670 -0.89740 -10.02687
143 H -6.44427 -0.20771 -11.67788
144 H -7.16025 1.41049 -9.81891
145 H -5.72138 2.07788 -10.70259
146 H -5.73135 0.61927 -8.02106
147 H -5.31342 2.30649 -8.23965
148 H -3.50851 2.98153 -9.25772
149 H -3.56393 2.06839 -10.72208
150 H -2.11657 1.92087 -9.76625
151 C -5.50922 -5.83137 -4.16416
152 C -4.96617 -6.89968 -3.28378
153 C -3.62837 -7.48444 -3.76044
154 N -3.11945 -8.64682 -2.95283
155 C -4.26697 -9.55303 -2.61697
156 C -4.89865 -10.12765 -3.88102
157 C -3.86152 -10.91532 -4.70122
158 C -2.62959 -10.03950 -4.97922
159 C -2.05021 -9.28476 -3.78667
160 C -2.48824 -8.19188 -1.72783
161 H -5.61255 -6.17693 -5.18890
162 H -4.92284 -4.89347 -4.15755
163 H -6.50876 -5.55807 -3.84594
164 H -5.72706 -7.66255 -3.34727
165 H -4.91875 -6.47112 -2.26393
166 H -2.90784 -6.72272 -3.71773
167 H -3.69334 -7.88896 -4.76289
168 H -4.93791 -8.92866 -2.05812
169 H -3.98728 -10.28827 -1.87438
170 H -5.20765 -9.30360 -4.53076
171 H -5.74382 -10.71362 -3.49350
172 H -4.27639 -11.22455 -5.67779
173 H -3.63045 -11.88334 -4.22701
174 H -2.79234 -9.41466 -5.88211
175 H -1.83459 -10.68013 -5.24274
176 H -1.26747 -8.54430 -3.99762
177 H -1.52092 -9.89897 -3.08480
178 H -2.73777 -8.84895 -0.92509
179 H -2.84919 -7.20897 -1.40992
180 H -1.39864 -8.14599 -1.79688
181 C 0.29297 1.32221 9.00192
182 C 1.32881 0.91316 7.98315
183 O 1.76149 1.55518 7.06723
184 N 1.85863 -0.50222 8.08947
185 H 2.16618 -0.72001 9.03157
186 H 1.06647 -1.11672 7.88728
187 C 2.87860 -0.86049 7.13768
188 H 0.06863 2.38032 9.03164
189 H 0.44347 0.91702 9.98893
190 H -0.66289 0.82157 8.67719
191 H 2.40870 -0.84210 6.16140
192 H 3.28071 -1.85519 7.37026
193 H 3.72126 -0.18158 7.34819
194 C -5.98949 -0.37714 2.22097
195 C -5.41051 -0.40310 3.60242
196 O -4.47756 -1.18312 3.87104
197 N -5.96974 0.45387 4.48919
198 H -6.64961 1.12085 4.12744
199 H -2.70012 -1.88518 5.15424
200 C -5.58863 0.73193 5.86200
201 H -5.19585 -0.70610 1.55272
202 H -6.40032 0.61985 1.94220
203 H -6.71518 -1.13589 2.13289
204 H -4.87275 -0.01988 6.13152
205 H -6.45878 0.79870 6.51350
206 H -5.02097 1.64402 5.85424
207 C 4.53647 -4.82764 1.03426
208 N 3.33580 -5.44075 1.71248
209 C 3.11208 -6.70405 1.38060
210 C 2.14899 -7.42489 2.00039
211 C 1.29135 -6.88831 2.94169
212 C 1.51478 -5.54727 3.25128
213 C 2.56805 -4.84025 2.63827
214 C 0.27792 -7.74862 3.63113
215 C -1.04199 -7.25753 3.80538
216 C -1.90894 -8.01932 4.50975
217 N -1.48887 -9.17031 5.04694
218 C -0.32553 -9.68404 4.80356
219 C 0.65320 -8.98908 4.06721
220 C -2.44269 -9.91526 5.91016
221 H 4.38548 -5.04523 -0.02467
222 H 5.46632 -5.18332 1.50437
223 H 4.63047 -3.76374 1.20208
224 H 3.76520 -7.13701 0.65221
225 H 2.02947 -8.49165 1.75839
226 H 0.97642 -4.92728 3.93048
227 H 2.79712 -3.82076 2.95525
228 H -1.37607 -6.32324 3.38484
229 H -2.92621 -7.67337 4.69894
230 H -0.13659 -10.70888 5.12561
231 H 1.58394 -9.43595 3.88638
232 H -2.14176 -10.09221 6.92019
233 H -2.54501 -10.87825 5.43158
234 H -3.40318 -9.35192 5.92365
235 C 3.80353 9.57242 -2.75807
236 N 3.77508 8.37170 -1.93174
237 C 3.08834 7.29317 -2.34465
238 C 3.28830 6.08312 -1.74332
239 C 4.24161 5.98550 -0.66348
240 C 4.86260 7.18292 -0.23372
241 C 4.59457 8.36785 -0.88120
242 C 4.64282 4.76424 0.07549
243 C 5.85883 4.80505 0.74148
244 C 6.31445 3.77039 1.49450
245 N 5.59430 2.67553 1.60146
246 C 4.40433 2.56323 0.96374
247 C 3.90344 3.61489 0.24686
248 C 6.13144 1.65828 2.51120
249 H 3.66282 10.46588 -2.12580
250 H 3.03732 9.62677 -3.52414
251 H 4.79794 9.70940 -3.23257
252 H 2.33579 7.42441 -3.13447
253 H 2.69628 5.21980 -2.06930
254 H 5.55720 7.23837 0.56124
255 H 5.16267 9.28609 -0.65541
256 H 6.51192 5.62849 0.62772
257 H 7.25624 3.84474 2.01173
258 H 3.90802 1.59541 1.03716
259 H 2.95742 3.44003 -0.22689
260 H 5.38599 1.27162 3.23830
261 H 6.96544 2.07144 3.03904
262 H 6.42769 0.78314 1.95432
263 O 3.70686 -1.95417 3.82339
264 C 2.94536 -0.93635 3.10304
265 O 3.56257 -0.24326 2.25959
266 O 1.75360 -0.94111 3.42986
267 H 4.63389 -1.95248 3.53451
268 O -0.77528 -3.03650 7.45998
269 C -1.23807 -2.08069 6.60224
270 O -0.58209 -1.02898 6.58046
271 O -2.21349 -2.44369 5.78962
272 H -1.35295 -3.73948 7.80080
273 O 2.47578 -1.89534 -0.83800
274 C 2.75427 -3.24188 -1.16894
275 O 3.84785 -3.46862 -1.63726
276 O 1.91109 -4.09505 -0.76627
277 H 3.34559 -1.55835 -0.63640
278 O 0.51825 1.76158 -2.28796
279 C 0.83819 2.75718 -1.31105
280 O 0.83739 2.49590 -0.09914
281 O 1.07322 3.81135 -1.93011
282 H 0.16202 0.98830 -1.77696

Löwdin atomic charge list, values in e, 2 entries: atom 1 (C): -0.0856, atom 2 (C): -0.2120

# 2
Computed, not measured: a 9-piece molecular cluster, C34H61N7O6 overall at a distorted geometry, with ωB97M-V with the def2-TZVPD basis set.

Results
Spin multiplicity: 1
SMILES string: COC(=O)OC.COC(=O)OC.CCCC#N.CCCC#N.CCCC#N.CCCC#N.CCCC#N.CCCC#N.CCCC#N

Element x y z (Å)
1 C 10.90150 14.04214 14.61430
2 O 11.46529 13.19574 13.66754
3 C 10.61104 12.73153 12.65064
4 O 9.36814 12.91906 12.61590
5 O 11.39534 12.22130 11.76716
6 C 11.00520 11.94392 10.44180
7 H 10.12823 13.58692 15.23310
8 H 10.60395 14.91868 14.03876
9 H 11.70277 14.35305 15.28466
10 H 9.91545 11.94530 10.41844
11 H 11.49474 11.05985 10.03330
12 H 11.29456 12.81048 9.84728
13 C 9.21009 7.10365 13.35602
14 O 9.30947 7.65467 12.09416
15 C 8.28021 8.27984 11.55202
16 O 7.07679 8.24021 11.85404
17 O 8.75439 8.84372 10.44596
18 C 7.90851 9.60949 9.62340
19 H 8.87747 7.82873 14.09880
20 H 10.16446 6.71184 13.70784
21 H 8.59300 6.20520 13.34610
22 H 7.40822 10.42451 10.14644
23 H 7.14750 9.01050 9.12322
24 H 8.49789 10.01087 8.79902
25 C 13.36619 10.72712 15.61286
26 C 14.60204 11.06529 16.44466
27 C 14.46016 12.48681 17.02639
28 C 14.54234 13.59408 16.05534
29 N 14.61880 14.47329 15.29440
30 H 13.32470 11.16234 14.61438
31 H 12.44011 10.94175 16.14614
32 H 13.43958 9.68304 15.30852
33 H 15.55305 10.96017 15.92254
34 H 14.65052 10.38468 17.29466
35 H 15.21865 12.69133 17.78199
36 H 13.52548 12.58806 17.57796
37 C 7.06287 17.32123 9.84880
38 C 6.75204 16.17838 10.79532
39 C 7.90534 15.10587 10.80780
40 C 8.07047 14.32677 9.58332
41 N 8.27318 13.75699 8.58666
42 H 6.15294 17.76844 9.44868
43 H 7.56226 16.93159 8.96174
44 H 7.70214 18.09774 10.26890
45 H 5.79474 15.71615 10.55444
46 H 6.65350 16.67486 11.76066
47 H 7.60936 14.32127 11.50414
48 H 8.85541 15.51731 11.14866
49 C 12.86221 17.49752 11.43634
50 C 11.92433 16.37199 10.95928
51 C 11.66968 16.35501 9.45638
52 C 11.03010 17.56465 8.93604
53 N 10.59906 18.52198 8.53556
54 H 12.40548 18.48315 11.52590
55 H 13.80333 17.57571 10.89202
56 H 13.14297 17.30908 12.47258
57 H 11.03827 16.41599 11.59258
58 H 12.40439 15.42321 11.19900
59 H 11.17224 15.43959 9.13601
60 H 12.56225 16.20486 8.84902
61 C 9.08756 10.42171 15.61560
62 C 8.08121 11.28190 16.44544
63 C 8.61432 11.50798 17.89934
64 C 9.83218 12.40670 17.88468
65 N 10.75213 13.10238 17.90378
66 H 8.83783 10.49871 14.55740
67 H 9.16833 9.35773 15.83816
68 H 10.05161 10.90675 15.76870
69 H 7.20143 10.64985 16.56630
70 H 7.76525 12.19191 15.93540
71 H 8.97326 10.52820 18.21442
72 H 7.76592 11.79383 18.52112
73 C 15.72296 9.90977 6.87822
74 C 14.93345 8.61280 7.13162
75 C 13.85685 8.81872 8.14570
76 C 12.87411 9.84276 7.83566
77 N 12.07501 10.67473 7.55948
78 H 16.65698 9.56075 6.43790
79 H 16.07339 10.42663 7.77162
80 H 15.15908 10.52116 6.17370
81 H 15.61128 7.83612 7.48576
82 H 14.55594 8.20008 6.19606
83 H 14.43365 9.02043 9.04830
84 H 13.33800 7.86770 8.26600
85 C 8.07098 15.99808 16.84500
86 C 6.96297 16.24935 15.75446
87 C 6.72841 17.75188 15.30568
88 C 7.73260 18.22823 14.35370
89 N 8.52438 18.61560 13.63838
90 H 9.06419 16.05484 16.39957
91 H 8.07810 15.01078 17.30684
92 H 8.00140 16.73274 17.64720
93 H 6.13013 16.00692 16.41452
94 H 7.08113 15.56920 14.91094
95 H 6.74352 18.46420 16.13058
96 H 5.70836 17.87903 14.94316
97 C 14.67388 11.40327 11.13666
98 C 15.38423 12.00934 12.38050
99 C 16.41810 13.12517 12.12852
100 C 15.84395 14.32848 11.49318
101 N 15.39821 15.21656 10.91102
102 H 13.85047 12.00984 10.75960
103 H 14.32720 10.39121 11.34558
104 H 15.47816 11.25290 10.41649
105 H 15.75151 11.29697 13.11924
106 H 14.54305 12.40954 12.94650
107 H 17.12508 12.70280 11.41444
108 H 16.91156 13.38579 13.06482

Löwdin atomic charge list, values in e, 2 entries: atom 1 (C): -0.0895, atom 2 (O): -0.0545

no.,E_HOMO (eV),HOMO-LUMO gap (eV),E (eV)
1,-19.83,6.139,-140446.9067
2,-10.81,11.072,-58959.5960